{"formula": "C30H94ClN2O22P", "method": "ωB97M-V/def2-TZVPD", "elements": ["C", "C", "O", "C", "C", "P", "Cl", "C", "C", "C", "C", "N", "C", "C", "O", "C", "N", "C", "C", "O", "O", "C", "O", "O", "H", "H", "H", "H", "H", "H", "H", "H", "H", "H", "H", "H", "H", "H", "H", "H", "H", "H", "H", "H", "H", "H", "H", "H", "H", "H", "H", "H", "H", "H", "C", "O", "H", "H", "H", "H", "C", "O", "H", "H", "H", "H", "C", "O", "H", "H", "H", "H", "C", "O", "H", "H", "H", "H", "C", "O", "H", "H", "H", "H", "C", "O", "H", "H", "H", "H", "C", "O", "H", "H", "H", "H", "C", "O", "H", "H", "H", "H", "C", "O", "H", "H", "H", "H", "C", "O", "H", "H", "H", "H", "C", "O", "H", "H", "H", "H", "C", "O", "H", "H", "H", "H", "C", "O", "H", "H", "H", "H", "C", "O", "H", "H", "H", "H", "C", "O", "H", "H", "H", "H", "C", "O", "H", "H", "H", "H"], "coordinates": [[0.498, 4.398, 1.194], [0.666, 4.126, -0.347], [0.063, 2.917, -0.757], [1.078, 1.939, -1.047], [0.577, 0.480, -1.216], [-0.210, -0.439, 0.273], [0.611, 1.008, 1.766], [1.362, -1.562, 0.450], [2.705, -0.857, 0.877], [3.867, -1.844, 0.415], [5.308, -1.337, 0.774], [6.188, -1.215, -0.423], [6.002, 0.001, -1.102], [5.890, -0.069, -2.660], [5.948, 1.080, -0.579], [-0.909, -1.786, -0.932], [-2.385, -1.948, -0.901], [-2.823, -2.340, -2.271], [-1.836, 0.587, 0.243], [-2.258, 1.065, -1.054], [-3.570, 1.562, -0.872], [-0.970, -1.390, 1.830], [-1.308, -2.602, 1.782], [-1.166, -0.742, 2.919], [1.382, 4.114, 1.783], [0.274, 5.471, 1.396], [-0.385, 3.824, 1.547], [0.225, 5.013, -0.856], [1.760, 4.172, -0.560], [1.453, 2.243, -2.077], [1.987, 2.051, -0.416], [1.481, -0.109, -1.513], [-0.033, 0.479, -2.149], [1.613, -2.090, -0.510], [1.232, -2.386, 1.191], [2.831, -0.785, 1.975], [2.911, 0.088, 0.341], [3.774, -1.890, -0.704], [3.675, -2.873, 0.774], [5.182, -0.373, 1.306], [5.795, -2.084, 1.438], [5.950, -1.991, -1.041], [6.523, -0.903, -3.044], [6.315, 0.879, -3.047], [4.844, -0.197, -2.994], [-0.570, -1.656, -1.979], [-0.475, -2.762, -0.596], [-2.676, -2.735, -0.329], [-3.750, -2.952, -2.125], [-3.020, -1.459, -2.916], [-2.099, -3.043, -2.752], [-2.693, 0.075, 0.730], [-1.664, 1.492, 0.874], [-4.030, 1.372, -1.707], [0.833, 4.992, 4.876], [1.419, 5.551, 3.704], [-0.209, 4.758, 4.666], [1.359, 4.081, 5.155], [0.884, 5.717, 5.699], [2.338, 5.751, 3.909], [3.116, 1.754, 6.085], [2.460, 2.832, 6.756], [3.818, 2.165, 5.362], [3.662, 1.145, 6.811], [2.379, 1.142, 5.563], [1.845, 2.442, 7.387], [6.912, -4.887, 0.118], [5.625, -4.305, 0.223], [7.441, -4.737, 1.059], [6.819, -5.959, -0.077], [7.471, -4.408, -0.691], [5.178, -4.450, -0.619], [-4.639, -3.889, -5.283], [-3.438, -4.127, -4.558], [-4.763, -2.815, -5.408], [-4.577, -4.364, -6.270], [-5.489, -4.291, -4.729], [-3.346, -5.079, -4.457], [3.824, 1.430, 9.680], [2.841, 0.405, 9.553], [3.544, 2.262, 9.043], [3.871, 1.770, 10.718], [4.800, 1.046, 9.368], [3.106, -0.322, 10.123], [2.124, 7.698, -2.186], [0.828, 7.170, -2.424], [2.124, 8.183, -1.212], [2.863, 6.893, -2.186], [2.379, 8.434, -2.955], [0.847, 6.743, -3.287], [1.583, -2.029, -4.843], [0.729, -1.127, -4.159], [1.823, -2.853, -4.171], [1.079, -2.419, -5.730], [2.505, -1.520, -5.135], [0.528, -0.406, -4.764], [-8.684, -5.214, -3.683], [-7.298, -4.896, -3.580], [-8.901, -5.498, -4.708], [-8.922, -6.049, -3.018], [-9.283, -4.344, -3.415], [-7.129, -4.647, -2.665], [2.931, 8.609, 4.780], [3.191, 8.284, 3.422], [3.449, 7.895, 5.417], [3.293, 9.618, 5.002], [1.856, 8.552, 4.974], [2.721, 8.926, 2.881], [3.952, -2.262, -7.651], [2.647, -1.704, -7.588], [4.451, -2.080, -6.701], [3.892, -3.340, -7.825], [4.526, -1.790, -8.454], [2.222, -1.874, -8.435], [-11.821, -6.590, -4.959], [-10.926, -5.960, -5.869], [-12.368, -5.819, -4.423], [-12.529, -7.220, -5.506], [-11.262, -7.197, -4.243], [-10.453, -6.658, -6.332], [-2.258, 5.028, -2.163], [-3.259, 4.028, -2.247], [-2.516, 5.838, -2.848], [-2.204, 5.423, -1.144], [-1.288, 4.611, -2.446], [-3.009, 3.320, -1.630], [-5.711, 1.452, 2.070], [-6.864, 0.872, 1.455], [-6.024, 1.977, 2.972], [-4.999, 0.669, 2.336], [-5.243, 2.160, 1.383], [-6.557, 0.417, 0.664], [-11.623, -4.364, -0.773], [-11.472, -4.710, -2.146], [-11.093, -5.100, -0.171], [-11.200, -3.375, -0.586], [-12.682, -4.371, -0.498], [-11.946, -4.049, -2.662], [2.669, 4.615, 11.642], [2.935, 4.294, 10.285], [3.186, 3.896, 12.275], [3.033, 5.621, 11.870], [1.594, 4.558, 11.838], [2.470, 4.938, 9.741], [7.817, -6.578, -2.843], [6.525, -5.994, -2.740], [8.340, -6.426, -1.902], [7.729, -7.650, -3.038], [8.381, -6.101, -3.650], [6.077, -6.137, -3.580]], "molar_mass_g_mol": 901.501, "multiplicity": 1, "lumo_ev": 2.91, "orbital_gap_ev": 2.51, "total_charge": -2}

***

{"formula": "C7H14O2S2", "method": "ωB97M-V/def2-TZVPD", "elements": ["C", "O", "C", "S", "O", "C", "C", "S", "C", "C", "C", "H", "H", "H", "H", "H", "H", "H", "H", "H", "H", "H", "H", "H", "H"], "coordinates": [[-2.153, -0.017, 2.145], [-2.451, 0.706, 0.929], [-2.386, -0.216, -0.086], [-0.312, -0.943, -0.293], [-0.673, -2.315, -0.630], [1.630, -0.999, 0.176], [2.019, -1.957, 1.340], [2.213, 0.600, 0.407], [2.004, 1.297, -1.278], [0.578, 1.392, -1.583], [0.036, -0.011, -1.844], [-1.655, -1.039, 1.914], [-3.088, -0.349, 2.758], [-1.587, 0.625, 2.780], [-2.825, -1.224, -0.069], [-2.559, 0.381, -0.988], [1.965, -1.594, 2.390], [3.111, -2.228, 1.202], [1.450, -2.917, 1.191], [2.565, 0.643, -1.996], [2.562, 2.202, -1.182], [0.075, 1.739, -0.637], [0.262, 2.232, -2.224], [-1.007, -0.035, -2.264], [0.780, -0.529, -2.651]], "smiles": "COC[S@]1(=O)=C(C)SCCC1", "molar_mass_g_mol": 194.321, "multiplicity": 1, "lumo_ev": [-0.25, -0.31], "orbital_gap_ev": [6.92, 6.73]}

***

{"formula": "C21H26N2O5S", "method": "ωB97M-V/def2-TZVPD", "elements": ["C", "O", "C", "O", "C", "N", "C", "C", "C", "S", "O", "O", "N", "C", "C", "C", "C", "C", "C", "C", "C", "O", "C", "C", "C", "C", "C", "C", "C", "H", "H", "H", "H", "H", "H", "H", "H", "H", "H", "H", "H", "H", "H", "H", "H", "H", "H", "H", "H", "H", "H", "H", "H", "H", "H"], "coordinates": [[-0.931, -3.866, -1.388], [0.138, -3.227, -0.692], [0.037, -3.157, 0.630], [-0.798, -3.713, 1.292], [1.127, -2.269, 1.245], [1.722, -1.307, 0.356], [0.946, -0.507, -0.450], [-0.437, -0.412, -0.321], [-1.171, 0.339, -1.216], [-2.941, 0.118, -1.127], [-3.200, -1.277, -1.356], [-3.587, 1.065, -1.995], [-3.211, 0.418, 0.498], [-3.181, 1.826, 0.832], [-4.510, 2.525, 0.547], [-5.648, 1.784, 1.246], [-5.656, 0.323, 0.799], [-4.303, -0.315, 1.106], [-0.578, 1.065, -2.226], [0.807, 1.046, -2.323], [1.559, 0.269, -1.460], [2.922, 0.191, -1.663], [3.768, 0.608, -0.663], [3.356, 1.356, 0.431], [4.294, 1.747, 1.371], [5.625, 1.404, 1.227], [6.047, 0.663, 0.127], [7.493, 0.307, -0.033], [5.109, 0.267, -0.811], [-1.769, -3.169, -1.482], [-1.254, -4.755, -0.844], [-0.543, -4.130, -2.368], [0.667, -1.756, 2.098], [1.913, -2.917, 1.638], [2.597, -1.583, -0.066], [-0.977, -0.953, 0.438], [-2.375, 2.274, 0.245], [-2.928, 1.908, 1.896], [-4.677, 2.517, -0.531], [-4.458, 3.560, 0.887], [-6.603, 2.256, 1.008], [-5.507, 1.832, 2.329], [-5.827, 0.272, -0.278], [-6.447, -0.231, 1.305], [-4.250, -1.331, 0.713], [-4.125, -0.339, 2.187], [-1.191, 1.622, -2.914], [1.319, 1.608, -3.088], [2.319, 1.636, 0.539], [3.977, 2.329, 2.223], [6.347, 1.716, 1.967], [7.865, -0.189, 0.862], [8.086, 1.208, -0.184], [7.642, -0.350, -0.886], [5.401, -0.307, -1.678]], "smiles": "COC(=O)CNc1cc(S(=O)(=O)N2CCCCC2)ccc1Oc1cccc(C)c1", "molar_mass_g_mol": 418.515, "multiplicity": 1, "lumo_ev": 0.60, "orbital_gap_ev": 8.97}

***

{"formula": "C5H10O2", "method": "ωB97M-V/def2-TZVPD", "elements": ["C", "O", "C", "C", "C", "O", "C", "H", "H", "H", "H", "H", "H", "H", "H", "H", "H"], "coordinates": [[-3.162, 0.166, -0.754], [-2.442, 1.273, -0.240], [-1.199, 1.024, 0.246], [-0.338, 0.114, -0.206], [0.932, -0.207, 0.503], [2.039, 0.041, -0.335], [3.218, -0.489, 0.207], [-3.907, 0.557, -1.447], [-2.532, -0.551, -1.286], [-3.663, -0.353, 0.070], [-0.955, 1.689, 1.076], [-0.554, -0.471, -1.096], [1.012, 0.373, 1.438], [0.926, -1.275, 0.789], [3.422, -0.090, 1.214], [4.040, -0.214, -0.458], [3.167, -1.588, 0.281]], "smiles": "CO/C=C/COC", "molar_mass_g_mol": 102.133, "multiplicity": 1, "lumo_ev": 1.05, "orbital_gap_ev": 9.93}

***

What is the formula in the third record?
C21H26N2O5S

***

Look up the multiplicity of the fourth one.
1

***

Repeat the second record exactly.
{"formula": "C7H14O2S2", "method": "ωB97M-V/def2-TZVPD", "elements": ["C", "O", "C", "S", "O", "C", "C", "S", "C", "C", "C", "H", "H", "H", "H", "H", "H", "H", "H", "H", "H", "H", "H", "H", "H"], "coordinates": [[-2.153, -0.017, 2.145], [-2.451, 0.706, 0.929], [-2.386, -0.216, -0.086], [-0.312, -0.943, -0.293], [-0.673, -2.315, -0.630], [1.630, -0.999, 0.176], [2.019, -1.957, 1.340], [2.213, 0.600, 0.407], [2.004, 1.297, -1.278], [0.578, 1.392, -1.583], [0.036, -0.011, -1.844], [-1.655, -1.039, 1.914], [-3.088, -0.349, 2.758], [-1.587, 0.625, 2.780], [-2.825, -1.224, -0.069], [-2.559, 0.381, -0.988], [1.965, -1.594, 2.390], [3.111, -2.228, 1.202], [1.450, -2.917, 1.191], [2.565, 0.643, -1.996], [2.562, 2.202, -1.182], [0.075, 1.739, -0.637], [0.262, 2.232, -2.224], [-1.007, -0.035, -2.264], [0.780, -0.529, -2.651]], "smiles": "COC[S@]1(=O)=C(C)SCCC1", "molar_mass_g_mol": 194.321, "multiplicity": 1, "lumo_ev": [-0.25, -0.31], "orbital_gap_ev": [6.92, 6.73]}